(1)
Density functional theory data (ωB97M-V/def2-TZVPD) for a molecular structure, C4H7NO2.

CARTESIAN COORDINATES (ANGSTROEM)
O -0.966 -1.341 1.424
C -0.715 -0.667 0.224
C -1.170 0.808 0.196
N 0.084 1.192 0.242
C 0.675 -0.046 0.167
C 2.053 -0.352 0.209
O 2.944 0.486 0.329
H -1.896 -1.600 1.425
H -1.002 -1.251 -0.660
H -2.073 1.402 0.218
H -0.709 0.508 -2.047
H 0.520 2.112 0.234
H -0.027 0.184 -2.061
H 2.282 -1.433 0.100

Forces on the atoms, in the same order (eV/Å):
O -0.267 -0.190 0.083
C 0.046 -0.038 -0.242
C -0.002 0.118 0.193
N 0.013 0.185 -0.022
C 0.276 -0.029 0.147
C -0.269 -0.083 -0.019
O -0.043 -0.007 -0.054
H 0.110 -0.058 0.079
H 0.005 0.181 0.148
H 0.161 -0.067 0.052
H 0.104 -0.071 -0.275
H -0.072 -0.132 -0.007
H -0.094 0.036 -0.171
H 0.032 0.156 0.090

Properties
Highest occupied orbital energy (spin up / spin down) in eV: -7.61 / -7.61
Kohn-Sham gap (spin up / spin down) in eV: 7.5 / 7.5
Energy relative to the best compared isomer or geometry (same formula, charge and spin) in eV: 5.2571



(2)
Density functional theory data (ωB97M-V/def2-TZVPD) for 2 unconnected molecules or ions with the total composition C3H11N3O2 at a distorted geometry.

CARTESIAN COORDINATES (ANGSTROEM)
C -1.147 -1.200 0.726
N -0.804 -1.964 1.848
N -2.548 -1.721 -0.002
N -0.090 -1.106 -0.206
H -1.714 -0.256 0.915
H 0.209 -2.022 -0.528
H -0.336 -0.533 -1.010
H -1.511 -1.954 2.569
H -0.567 -2.921 1.611
H -3.332 -1.708 0.646
H -2.796 -1.126 -0.789
C 2.279 2.898 -0.931
C 1.424 1.662 -0.834
O 1.761 0.892 0.194
O 0.527 1.393 -1.602
H 1.169 0.087 0.224
H 2.187 3.473 -0.011
H 1.968 3.499 -1.780
H 3.322 2.606 -1.040

Forces on the atoms, in the same order (eV/Å):
C -4.444 0.760 -1.221
N 0.088 -0.052 0.359
N 1.672 -1.147 0.064
N 0.107 0.059 -0.199
H 2.216 0.033 0.812
H -0.105 0.033 0.023
H 0.046 -0.042 0.039
H 0.023 -0.036 -0.086
H -0.116 0.066 -0.021
H 0.287 0.147 0.093
H 0.203 0.099 0.186
C -0.117 -0.089 -0.047
C 0.071 0.065 0.046
O 0.134 -0.045 0.237
O -0.148 0.039 -0.171
H 0.015 0.127 -0.181
H 0.027 0.011 0.035
H -0.011 -0.032 0.011
H 0.052 0.004 0.021

Properties
Highest occupied orbital energy in eV: -8.83
Kohn-Sham gap in eV: 9.7
Energy relative to the best compared isomer or geometry (same formula, charge and spin) in eV: 0.9126
SMILES: CC(=O)O.NC(N)N



(3)
Density functional theory data (ωB97M-V/def2-TZVPD) for C8H12N2S in the gas phase at a distorted geometry.

CARTESIAN COORDINATES (ANGSTROEM)
C -0.260 1.225 2.312
C -0.367 2.284 1.445
C 0.063 0.434 0.402
C -0.765 -1.386 -1.090
C -1.224 -2.418 -0.162
C 1.592 -1.578 -0.265
C 0.052 2.454 -0.942
C 0.457 -0.601 -0.687
N -0.095 0.082 1.670
N -0.027 1.739 0.239
S -1.374 -1.217 -2.595
H -0.526 1.066 3.312
H -0.464 3.334 1.563
H -2.324 -2.642 -0.143
H -0.597 -3.263 -0.049
H -1.042 -1.832 0.703
H 1.236 -2.179 0.545
H 1.926 -2.297 -1.093
H 2.594 -0.951 0.091
H -0.572 3.288 -0.722
H 1.162 2.821 -1.201
H -0.253 1.764 -1.714
H 0.805 -0.127 -1.618

Forces on the atoms, in the same order (eV/Å):
C -1.620 0.869 0.569
C 1.194 -0.614 0.759
C 1.446 -3.093 -0.410
C 0.140 -0.712 -2.629
C -2.010 1.141 0.986
C 2.571 1.267 -0.162
C 2.846 1.014 -1.782
C 0.482 0.541 -0.240
N 0.878 -1.224 -1.810
N -0.413 -0.248 1.515
S -0.138 0.306 0.346
H -0.127 0.866 1.485
H -0.159 0.542 0.144
H 1.211 -0.027 -0.623
H 0.545 -0.981 -0.327
H -0.152 -0.064 2.021
H 0.182 -0.236 0.719
H -0.672 1.265 0.910
H -2.706 -1.649 -0.856
H -0.513 0.917 -1.079
H -2.329 -0.710 0.647
H -0.422 0.552 -0.723
H -0.234 0.277 0.540

Properties
Highest occupied orbital energy in eV: -8.40
Kohn-Sham gap in eV: 8.4
Energy relative to the best compared isomer or geometry (same formula, charge and spin) in eV: 1.6028
SMILES: CC(=S)[C@H](C)c1nccn1C



(4)
Density functional theory data (ωB97M-V/def2-TZVPD) for C3H7FO in the gas phase at a distorted geometry.

CARTESIAN COORDINATES (ANGSTROEM)
C -0.729 1.446 -0.772
C -0.007 -0.317 0.860
C 0.676 -1.408 0.082
H -1.202 2.267 -0.231
H -1.014 1.221 -1.852
H 0.291 1.747 -0.739
H 0.702 0.500 1.183
H -0.523 -0.605 1.813
H 1.080 -0.977 -0.841
H -0.073 -2.113 -0.288
O -1.018 0.311 0.063
F 1.818 -2.070 0.721

Forces on the atoms, in the same order (eV/Å):
C -0.510 -0.850 0.282
C 0.113 2.254 1.502
C 1.178 -0.561 -0.850
H -0.685 0.244 -0.934
H 0.009 0.609 1.568
H 1.312 -0.252 -0.141
H -0.203 -0.940 -0.324
H 0.481 -0.306 -0.992
H 0.179 0.109 0.270
H 0.286 -0.502 0.619
O 0.060 -0.886 -0.403
F -2.221 1.083 -0.599

Properties
Highest occupied orbital energy in eV: -10.24
Kohn-Sham gap in eV: 11.2
Energy relative to the best compared isomer or geometry (same formula, charge and spin) in eV: 1.1145
SMILES: COCCF



Copy entry 2 word for word.
Density functional theory data (ωB97M-V/def2-TZVPD) for 2 unconnected molecules or ions with the total composition C3H11N3O2 at a distorted geometry.

CARTESIAN COORDINATES (ANGSTROEM)
C -1.147 -1.200 0.726
N -0.804 -1.964 1.848
N -2.548 -1.721 -0.002
N -0.090 -1.106 -0.206
H -1.714 -0.256 0.915
H 0.209 -2.022 -0.528
H -0.336 -0.533 -1.010
H -1.511 -1.954 2.569
H -0.567 -2.921 1.611
H -3.332 -1.708 0.646
H -2.796 -1.126 -0.789
C 2.279 2.898 -0.931
C 1.424 1.662 -0.834
O 1.761 0.892 0.194
O 0.527 1.393 -1.602
H 1.169 0.087 0.224
H 2.187 3.473 -0.011
H 1.968 3.499 -1.780
H 3.322 2.606 -1.040

Forces on the atoms, in the same order (eV/Å):
C -4.444 0.760 -1.221
N 0.088 -0.052 0.359
N 1.672 -1.147 0.064
N 0.107 0.059 -0.199
H 2.216 0.033 0.812
H -0.105 0.033 0.023
H 0.046 -0.042 0.039
H 0.023 -0.036 -0.086
H -0.116 0.066 -0.021
H 0.287 0.147 0.093
H 0.203 0.099 0.186
C -0.117 -0.089 -0.047
C 0.071 0.065 0.046
O 0.134 -0.045 0.237
O -0.148 0.039 -0.171
H 0.015 0.127 -0.181
H 0.027 0.011 0.035
H -0.011 -0.032 0.011
H 0.052 0.004 0.021

Properties
Highest occupied orbital energy in eV: -8.83
Kohn-Sham gap in eV: 9.7
Energy relative to the best compared isomer or geometry (same formula, charge and spin) in eV: 0.9126
SMILES: CC(=O)O.NC(N)N



Repeat the first record exactly.
Density functional theory data (ωB97M-V/def2-TZVPD) for a molecular structure, C4H7NO2.

CARTESIAN COORDINATES (ANGSTROEM)
O -0.966 -1.341 1.424
C -0.715 -0.667 0.224
C -1.170 0.808 0.196
N 0.084 1.192 0.242
C 0.675 -0.046 0.167
C 2.053 -0.352 0.209
O 2.944 0.486 0.329
H -1.896 -1.600 1.425
H -1.002 -1.251 -0.660
H -2.073 1.402 0.218
H -0.709 0.508 -2.047
H 0.520 2.112 0.234
H -0.027 0.184 -2.061
H 2.282 -1.433 0.100

Forces on the atoms, in the same order (eV/Å):
O -0.267 -0.190 0.083
C 0.046 -0.038 -0.242
C -0.002 0.118 0.193
N 0.013 0.185 -0.022
C 0.276 -0.029 0.147
C -0.269 -0.083 -0.019
O -0.043 -0.007 -0.054
H 0.110 -0.058 0.079
H 0.005 0.181 0.148
H 0.161 -0.067 0.052
H 0.104 -0.071 -0.275
H -0.072 -0.132 -0.007
H -0.094 0.036 -0.171
H 0.032 0.156 0.090

Properties
Highest occupied orbital energy (spin up / spin down) in eV: -7.61 / -7.61
Kohn-Sham gap (spin up / spin down) in eV: 7.5 / 7.5
Energy relative to the best compared isomer or geometry (same formula, charge and spin) in eV: 5.2571



Look up the energy relative to the best compared isomer or geometry (same formula, charge and spin) of the third one. 1.6028 eV



The highest energy relative to the best compared isomer or geometry (same formula, charge and spin) belongs to which entry? C4H7NO2